The following is a quantum chemistry calculation of an isolated ion of composition C4H6NO3S and charge -1, from the Open Molecules 2025 dataset.

The geometry in XYZ format:
```
15
Properties=species:S:1:pos:R:3:forces:R:3
C -0.910 2.153 -0.001 -0.508 -2.273 -0.826
C -0.271 -0.105 1.259 -0.105 0.552 -0.203
C 0.233 -0.039 -1.034 -3.867 -3.535 1.858
C -0.818 0.448 -0.056 2.248 1.386 0.761
N 2.184 -2.166 -0.576 -0.309 0.285 0.267
O 0.055 2.694 0.472 2.074 1.135 1.095
O -1.945 2.582 -0.502 -0.872 0.101 -0.274
O 0.206 -1.478 1.177 -0.323 -0.019 -0.399
S 0.652 -1.958 -0.359 -0.447 2.784 -0.741
H 0.555 0.476 1.653 0.041 0.371 -0.093
H -1.123 -0.036 1.892 -0.355 -0.513 1.257
H -0.198 -0.292 -1.942 -0.596 -0.408 -2.035
H 1.007 0.591 -1.150 3.267 1.711 0.092
H -1.868 0.301 -0.148 -0.576 -1.228 -0.782
H 2.242 -3.170 -0.686 0.329 -0.349 0.023
```
Forces are in eV/Å.

charge: -1

Electronic structure analysis, Löwdin charges in units of e: C -0.7234; C -0.2344; C -0.1414; C -0.2506; N -0.3974; O -0.0129; O -0.0504; O -0.4378; S 0.9052; H 0.1148; H 0.1063; H 0.0425; H 0.0520; H 0.1043; H -0.0767

The following is a quantum chemistry calculation of a 7-piece molecular cluster, H14O6S overall, from the Open Molecules 2025 dataset.

The geometry in XYZ format:
```
21
Properties=species:S:1:pos:R:3:forces:R:3
O -4.370 0.446 -0.319 -0.295 0.344 -0.240
H -3.720 -0.201 -0.051 0.230 -0.419 0.213
H -4.084 1.285 0.053 0.044 -0.030 0.103
O 1.600 -0.271 1.055 -0.036 -0.018 0.000
H 1.731 0.659 1.259 -0.056 0.045 -0.010
H 1.751 -0.750 1.875 0.025 -0.038 0.002
O 1.383 -1.112 -1.718 -0.204 0.167 0.244
H 1.274 -0.816 -0.800 0.181 -0.065 0.010
H 2.230 -1.567 -1.709 -0.035 -0.054 -0.145
O -1.433 -0.321 -2.092 0.317 -0.006 0.552
H -0.530 -0.680 -2.114 0.063 -0.142 -0.296
H -1.289 0.557 -1.720 -0.138 0.134 -0.349
O -1.258 1.250 0.871 -0.127 -0.671 -0.001
H -1.068 0.573 1.535 0.173 0.322 0.212
H -1.631 0.672 0.192 -0.083 0.275 -0.169
O -2.240 -2.280 -0.031 0.050 0.286 0.341
H -2.818 -2.859 -0.533 0.001 0.071 -0.117
H -1.913 -1.613 -0.654 -0.112 -0.205 -0.351
S 6.018 2.257 1.898 -0.134 -0.035 0.036
H 4.753 2.033 2.289 0.123 0.027 -0.010
H 5.615 2.738 0.716 0.014 0.012 -0.026
```
Forces are in eV/Å.

Electronic structure analysis, Löwdin charges in units of e: O -0.0460; H -0.0103; H 0.0324; O -0.0391; H 0.0534; H 0.0594; O -0.0598; H 0.0020; H 0.0499; O -0.0458; H 0.0186; H 0.0414; O -0.0503; H 0.0448; H -0.0133; O -0.0648; H 0.0440; H -0.0173; S 0.4692; H -0.2413; H -0.2269

The following is a quantum chemistry calculation of one molecule with the formula CH4O3, from the Open Molecules 2025 dataset.

The geometry in XYZ format:
```
8
Properties=species:S:1:pos:R:3:forces:R:3
O 1.001 0.047 0.609 1.062 0.384 1.435
C 0.428 -0.367 -0.569 0.153 0.591 1.409
O -0.884 0.064 -0.629 -1.166 -0.274 -1.273
O -1.555 -0.180 0.583 0.713 2.222 1.597
H 0.769 0.954 0.802 0.268 0.541 -0.136
H 0.780 0.228 -1.370 1.032 -0.262 -1.519
H 0.660 -1.414 -0.478 -0.548 -0.767 -1.091
H -1.199 0.667 1.051 -1.514 -2.434 -0.424
```
Forces are in eV/Å.

Electronic structure analysis, Löwdin charges in units of e: O -0.0201; C -0.3058; O -0.1335; O -0.0296; H 0.0865; H 0.1254; H 0.1373; H 0.1397

The following is a quantum chemistry calculation of an isolated ion of composition C7H10N7 and charge +1, from the Open Molecules 2025 dataset.

The geometry in XYZ format:
```
24
Properties=species:S:1:pos:R:3:forces:R:3
N -2.646 0.950 0.524 -0.836 0.267 0.389
C -1.592 0.162 0.914 -2.903 1.197 -0.394
N -1.900 -0.620 1.928 0.508 -1.184 1.107
N -0.421 0.209 0.309 3.746 -3.258 1.422
N -0.107 0.870 -0.793 -0.843 0.589 0.069
C 0.770 1.892 -0.877 0.971 1.271 0.976
C 0.758 2.304 -2.167 -1.606 -1.793 0.174
C -0.281 1.542 -2.781 0.379 0.296 1.731
N -0.784 0.669 -1.909 -1.087 -0.211 -2.304
N 0.610 -1.050 0.630 -2.295 3.243 -1.092
C 1.721 -1.267 -0.104 0.618 1.905 -4.058
C 2.568 -1.982 0.657 -0.263 -1.302 1.560
C 1.860 -2.085 1.929 1.483 0.376 -0.386
N 0.778 -1.350 1.888 -1.129 -0.990 1.680
H -2.752 1.671 -0.214 0.975 -1.209 0.594
H -3.528 0.825 1.076 1.477 0.268 -0.841
H -2.803 -0.549 2.326 -0.990 0.381 -0.091
H -1.356 -1.230 2.533 1.042 0.396 -1.039
H 1.101 2.359 0.044 0.671 -0.398 -0.269
H 1.349 2.892 -2.763 1.373 1.946 -0.506
H -0.701 1.909 -3.701 -0.306 -1.118 -0.437
H 1.869 -0.795 -1.161 -0.514 -1.311 2.164
H 3.484 -2.495 0.370 -0.312 0.404 0.071
H 2.170 -2.565 2.862 -0.159 0.238 -0.517
```
Forces are in eV/Å.

charge: +1

Electronic structure analysis, Löwdin charges in units of e: N 0.1883; C -0.3543; N 0.2148; N 0.1332; N -0.2043; C -0.0429; C -0.0236; C -0.0846; N 0.1085; N -0.0216; C -0.1020; C -0.0267; C -0.0923; N 0.0260; H 0.1457; H 0.1478; H 0.1186; H 0.1242; H 0.1410; H 0.0842; H 0.1174; H 0.1663; H 0.1143; H 0.1221

Table of energy relative to the best compared isomer or geometry (same formula, charge and spin) (kcal per mole), in record order: 67.3; 20.3; 94.9; 0.0
Table of E_tot (Ha), in record order: -834.66223; -858.00669; -266.08481; -655.65009